119
Properties=species:S:1:pos:R:3:forces:R:3 method="wB97M-V/def2-TZVPD" lumo_ev=3.333 charge=-2 e_tot_ha=-7382.01918 largest_force_ha_per_bohr=0.050 homo_lumo_gap_ev=4.50 multiplicity=1
Ti -0.75560 0.01054 1.45062 0.0 1.1 -2.3
C -3.92265 -1.98605 -0.13780 0.2 0.0 0.0
C -2.50936 -2.42704 0.18501 -0.1 -0.1 0.1
S -1.25139 -1.30374 -0.39695 0.0 0.1 0.5
C -2.22578 -3.63055 0.74346 0.0 0.0 -0.1
C -3.39419 -4.47215 1.24039 0.0 0.0 0.0
S -0.65390 -4.37161 0.89767 -0.2 0.0 0.2
H -4.26207 -1.17631 0.50965 0.0 0.1 0.1
H -4.63173 -2.80940 -0.04541 0.0 0.0 0.0
H -3.96826 -1.62011 -1.16915 0.0 0.0 0.0
H -3.96250 -4.89735 0.40567 0.0 0.0 0.0
H -4.08020 -3.87950 1.85297 0.0 0.0 0.0
H -3.01005 -5.29552 1.83684 0.0 0.0 0.0
C 1.79534 -3.72024 -4.47799 0.1 0.0 0.0
C 1.21015 -3.42835 -3.09277 -0.1 0.0 0.0
C -0.06157 -4.24130 -2.84147 0.0 0.1 0.0
C 0.99201 -1.94056 -2.91333 0.1 0.0 -0.1
C -0.13889 -1.30411 -3.38901 0.1 0.0 -0.1
C -0.36138 0.05190 -3.17152 0.1 0.1 -0.2
C -1.53101 0.69225 -3.89887 0.0 -0.1 0.0
C -1.16354 0.88847 -5.37464 0.0 0.0 0.0
C -2.82474 -0.11943 -3.77571 0.0 0.0 0.0
C 0.56656 0.80171 -2.43354 0.0 0.0 -0.1
C 1.80048 0.20784 -2.10101 0.0 0.0 -0.1
C 1.97042 -1.15243 -2.32419 0.0 0.0 0.1
C 3.02924 1.01995 -1.70650 0.0 -0.1 0.1
C 3.98997 1.06180 -2.90765 0.0 0.0 0.0
C 3.78307 0.48826 -0.48626 0.0 0.0 0.0
C 0.37854 2.29099 -2.26378 0.1 -0.1 -0.2
C 1.00558 3.01399 -3.29036 0.0 0.0 0.0
C 1.01582 4.39472 -3.36549 -0.1 0.0 0.1
C 0.34475 5.10137 -2.38396 0.0 0.0 0.0
C -0.30050 4.40116 -1.37885 0.0 -0.1 -0.1
C -0.31269 3.00553 -1.25749 0.2 0.1 0.2
P -1.15739 2.44210 0.35367 -1.0 0.8 -0.2
C -3.04030 2.95270 -0.24144 0.2 -0.3 -0.1
C -3.28819 4.15127 -1.16742 0.0 0.0 0.0
C -3.36731 1.70746 -1.06256 -0.1 0.0 0.0
C -4.06661 2.98540 0.89642 0.0 0.1 0.0
C -0.79229 3.85485 1.67159 0.0 -0.1 0.1
C -1.62137 5.15500 1.56513 0.1 0.0 -0.1
C 0.67294 4.29968 1.76617 0.1 -0.1 -0.1
C -1.16921 3.21542 3.01613 0.0 0.0 0.0
H 1.96900 -4.79302 -4.61156 0.0 0.0 0.0
H 2.74552 -3.19834 -4.61736 0.0 0.0 0.0
H 1.10784 -3.38153 -5.25852 0.0 0.0 0.0
H 1.94877 -3.73901 -2.34619 0.0 0.0 0.0
H -0.79213 -4.09373 -3.64360 0.0 0.0 0.0
H -0.52519 -3.95174 -1.89421 0.0 -0.1 0.0
H 0.17045 -5.30767 -2.78743 0.0 0.0 0.0
H -0.88658 -1.87569 -3.92855 0.0 0.0 0.1
H -1.69641 1.68577 -3.48548 0.0 0.0 0.0
H -0.93989 -0.07520 -5.84130 0.0 0.0 0.0
H -0.28242 1.52635 -5.47745 0.0 0.0 0.0
H -1.99063 1.35513 -5.91961 0.0 0.0 0.0
H -2.81997 -0.97364 -4.45955 0.0 0.0 0.0
H -3.69022 0.50167 -4.02238 0.0 0.0 0.0
H -2.95088 -0.49768 -2.75934 0.0 0.0 -0.1
H 2.90399 -1.62232 -2.02459 0.0 0.0 0.0
H 2.71891 2.04302 -1.49101 -0.1 0.0 0.1
H 4.76835 1.81543 -2.75306 0.0 0.0 0.0
H 3.46619 1.29015 -3.83869 0.0 0.0 0.0
H 4.47702 0.09036 -3.03349 0.0 0.0 0.0
H 4.09067 -0.55298 -0.62217 0.0 0.0 0.0
H 3.15917 0.54565 0.40213 0.1 0.0 -0.1
H 4.68413 1.08640 -0.31598 0.0 0.0 0.0
H 1.51991 2.44137 -4.05355 0.0 0.0 0.0
H 1.53217 4.89879 -4.17416 0.0 0.0 0.0
H 0.31232 6.18507 -2.39329 0.0 0.0 0.0
H -0.85038 4.96729 -0.65320 0.0 0.1 0.1
H -2.66787 4.11387 -2.06331 0.0 0.0 0.0
H -3.13120 5.11991 -0.68759 0.0 0.0 0.0
H -4.33750 4.11997 -1.49484 0.0 0.0 0.0
H -2.66724 1.59753 -1.88618 0.0 0.0 0.0
H -4.38316 1.77067 -1.47967 0.1 0.0 0.0
H -3.29817 0.80513 -0.45953 0.0 -0.1 0.0
H -3.93378 3.79636 1.61195 0.0 0.0 0.0
H -4.06078 2.05549 1.45494 0.0 0.0 0.0
H -5.06793 3.10531 0.45621 0.0 0.0 0.0
H -1.16751 5.89239 0.89941 0.0 0.0 0.0
H -1.64285 5.61458 2.55859 0.0 0.0 0.0
H -2.64338 4.99915 1.25664 0.0 0.0 0.0
H 1.08913 4.57440 0.79404 0.0 0.0 0.0
H 1.30576 3.52632 2.19478 0.0 0.0 0.0
H 0.71393 5.17891 2.42164 0.0 0.0 0.0
H -2.22894 2.97051 3.06814 0.0 0.0 0.0
H -0.93766 3.92403 3.82137 0.0 0.0 0.0
H -0.59790 2.31033 3.21685 0.0 -0.1 0.0
Br -2.97344 0.19474 2.70430 -0.2 0.0 0.1
S 0.94336 1.36773 0.84502 -0.3 -0.7 0.8
I 1.03834 -6.05004 7.58999 0.0 0.0 0.0
C 0.75949 -4.32891 6.41192 0.1 0.0 0.1
C 0.65729 -4.45774 5.03721 0.0 0.1 0.0
C 0.47623 -3.31243 4.26948 -0.1 -0.1 0.0
C 0.40971 -2.06844 4.88470 -0.1 -0.2 -0.1
C 0.51750 -1.95955 6.26498 0.1 0.0 0.1
C 0.68776 -3.09441 7.04452 0.0 0.0 -0.1
C 0.20546 -0.83438 4.05825 0.0 0.0 0.0
O 0.58457 0.25640 4.46788 0.1 0.1 0.1
O -0.36236 -1.04799 2.91799 0.7 -0.5 1.3
H 0.69351 -5.42732 4.55871 0.0 0.0 0.0
H 0.34100 -3.39673 3.19323 0.0 0.0 0.0
H 0.45944 -0.97786 6.71802 0.0 0.0 0.0
H 0.75408 -3.02222 8.12159 0.0 0.0 0.0
N 3.97197 -0.53126 4.59274 0.0 0.0 -0.1
C 4.60739 -1.29704 3.66639 -0.1 0.0 0.0
O 5.79155 -1.58863 3.76754 0.0 0.0 0.0
C 3.75353 -1.78407 2.54340 0.1 0.0 0.1
C 4.10586 -2.91788 1.81922 0.0 0.0 0.0
C 3.25420 -3.36021 0.82446 0.1 0.0 0.0
C 2.06494 -2.66764 0.59195 0.0 0.1 -0.1
N 1.74917 -1.56214 1.25479 0.2 -0.1 -0.1
C 2.59079 -1.12597 2.18276 -0.2 -0.1 0.0
H 4.52673 -0.14481 5.33440 0.0 0.0 0.0
H 2.99794 -0.27243 4.52662 0.0 -0.1 0.0
H 5.03414 -3.42487 2.05142 0.0 0.0 0.0
H 3.48503 -4.24199 0.24020 0.0 0.0 0.0
H 1.33336 -3.00666 -0.13658 0.1 0.0 0.1
H 2.31861 -0.17863 2.63677 -0.1 0.0 0.0

***

118
Properties=species:S:1:pos:R:3:forces:R:3 method="wB97M-V/def2-TZVPD" lumo_ev="2.394 / 2.037" s2=3.80 charge=-1 e_tot_ha=-3811.09574 e_above_lowest_kcal_mol=36.2 largest_force_ha_per_bohr=0.086 homo_lumo_gap_ev="6.51 / 6.69" multiplicity=4
V 0.18769 0.05922 0.51162 -0.5 -0.5 -1.3
C 3.37944 3.04409 -0.64847 -0.1 -0.2 0.0
N 3.06213 2.35995 0.59437 0.2 -0.1 -0.1
C 4.18122 1.51687 0.98009 -0.1 0.1 0.0
C 2.72340 3.30143 1.64199 -0.2 0.1 0.1
C 1.26682 3.76727 1.61222 0.2 -0.4 -0.1
N 0.33144 2.82019 2.23464 0.0 0.1 -0.1
C 0.41128 2.92649 3.68342 0.0 -0.2 0.0
C -1.02483 3.14373 1.79256 0.2 0.1 0.1
H 4.27467 3.68185 -0.53890 0.0 0.0 0.0
H 2.54912 3.66613 -0.97616 -0.1 0.0 0.0
H 3.57415 2.30940 -1.43035 0.0 0.0 0.0
H 5.11282 2.09640 1.12528 0.0 0.0 0.0
H 4.35042 0.77269 0.20266 0.0 0.0 0.0
H 3.94581 0.99742 1.90978 0.0 0.0 0.0
H 3.37979 4.18787 1.58465 0.0 0.0 0.1
H 2.91691 2.81545 2.60009 0.0 0.1 0.0
H 0.95709 3.90490 0.57730 0.0 0.0 -0.1
H 1.19832 4.74026 2.12471 -0.1 0.1 0.0
H 0.08269 3.92031 4.03317 0.0 0.0 0.0
H 1.43493 2.76455 4.02550 -0.1 0.0 0.0
H -0.22382 2.17386 4.15167 0.0 0.0 0.0
H -1.26862 4.20324 1.99099 0.0 0.0 0.0
H -1.75426 2.52626 2.31775 0.0 0.0 0.0
H -1.11193 2.96530 0.72457 0.0 0.0 0.0
O -0.17337 -0.10778 -2.90100 0.3 0.1 -0.5
C -0.11705 1.27248 -3.15497 -0.1 -0.4 0.5
C -0.01506 2.04261 -1.80150 -0.1 -0.6 0.5
O -0.09765 3.24137 -1.77141 0.0 0.4 0.3
O 0.20889 1.28954 -0.71331 0.1 2.7 -2.9
C -1.35707 1.66099 -3.97235 0.0 0.0 0.1
C -1.39837 1.27504 -5.31158 0.0 0.0 0.0
C -2.53778 1.48149 -6.07250 0.0 0.0 0.0
C -3.65406 2.08952 -5.50604 0.1 -0.1 0.1
C -3.62047 2.46406 -4.17097 0.0 0.0 0.0
C -2.48234 2.23810 -3.40052 0.0 0.1 -0.2
C 1.16668 1.59591 -3.91068 0.0 0.0 0.0
C 2.17603 0.65165 -4.03102 0.1 -0.1 0.0
C 3.35554 0.96617 -4.70243 -0.1 0.1 0.0
C 3.52672 2.22531 -5.25963 0.0 0.0 0.0
C 2.51329 3.17242 -5.14099 0.0 -0.1 0.0
C 1.34069 2.86155 -4.47003 0.1 0.0 0.0
H -0.94331 -0.26333 -2.30692 -0.1 0.0 0.4
H -0.53228 0.78924 -5.74832 0.0 0.0 0.0
H -2.56063 1.16638 -7.10910 0.0 0.0 0.0
H -4.54885 2.24636 -6.09561 0.0 0.0 0.0
H -4.48761 2.93564 -3.71686 0.1 -0.1 0.0
H -2.48899 2.47000 -2.34563 0.1 0.0 -0.2
H 2.02974 -0.33578 -3.61041 0.0 0.1 0.0
H 4.13851 0.22008 -4.78801 -0.1 0.0 0.0
H 4.44357 2.47043 -5.78501 0.0 0.0 0.0
H 2.63620 4.15198 -5.58756 0.0 0.0 0.0
H 0.55142 3.59635 -4.37134 0.0 0.0 0.0
C -3.64965 3.87823 -0.38841 0.1 -0.1 0.0
C -3.72598 2.44505 0.08341 0.0 -0.2 0.0
C -4.69586 2.05487 0.99770 0.1 0.0 0.0
C -4.73371 0.70824 1.35940 0.0 0.0 -0.1
C -3.84853 -0.17826 0.79451 0.1 0.0 0.0
C -2.89237 0.26924 -0.16825 -0.3 0.0 -0.2
N -2.84549 1.60008 -0.46074 -0.1 -0.3 0.3
N -2.05113 -0.57720 -0.82323 0.3 0.6 0.6
Si -2.51297 -2.17995 -1.19018 -0.3 -0.4 -0.2
C -1.56863 -2.80782 -2.68237 0.3 -0.1 -0.1
C -2.35634 -3.43915 0.21551 0.0 0.0 0.2
C -4.31155 -2.23965 -1.77194 -0.1 0.2 0.0
H -4.41654 4.05869 -1.14881 0.1 0.0 0.0
H -2.67338 4.07391 -0.83590 -0.1 0.0 0.1
H -3.82183 4.57787 0.43226 0.0 0.0 0.0
H -5.38772 2.77604 1.41646 0.0 0.0 0.0
H -5.46540 0.36121 2.08160 0.0 0.0 0.0
H -3.86092 -1.22721 1.06935 0.0 0.1 0.0
H -0.48084 -2.73917 -2.56333 -0.2 0.0 -0.1
H -1.84731 -2.22381 -3.56834 0.1 -0.1 0.1
H -1.82762 -3.85837 -2.87162 0.0 0.1 0.1
H -1.55696 -3.15469 0.90981 0.0 -0.1 -0.1
H -2.13871 -4.44508 -0.16177 -0.1 0.1 0.0
H -3.28921 -3.49509 0.78951 0.1 0.0 0.0
H -4.45396 -1.47905 -2.55028 0.0 -0.1 0.1
H -5.02995 -2.02662 -0.97368 0.0 -0.1 -0.1
H -4.55489 -3.21722 -2.20522 0.0 0.1 0.1
C 0.80164 -2.56842 3.44552 0.1 0.1 -0.1
C -0.05978 -1.38639 3.17602 0.0 0.1 -0.5
O 0.02968 -0.82295 1.94738 -0.6 -1.6 4.1
C -0.95008 -0.84195 4.15021 -0.1 0.3 -0.5
C -1.97933 0.04342 3.76173 0.0 0.1 0.1
C -2.81923 0.61988 4.69463 0.1 -0.1 0.0
C -2.65903 0.33950 6.05106 0.0 0.0 0.0
C -1.66647 -0.55199 6.44953 0.0 0.0 0.0
C -0.83076 -1.14680 5.51933 0.1 -0.1 0.2
H 1.11388 -3.01309 2.50146 0.0 0.0 0.0
H 0.26247 -3.31568 4.03015 0.0 0.0 0.0
H 1.71062 -2.29227 3.99693 0.0 -0.1 0.0
H -2.11384 0.24903 2.71004 -0.1 0.1 0.0
H -3.60394 1.29200 4.36427 0.0 0.0 0.0
H -3.29997 0.81028 6.78864 0.0 -0.1 -0.1
H -1.54186 -0.77923 7.50201 0.0 0.0 0.0
H -0.05501 -1.82911 5.85294 -0.1 0.1 0.0
C 4.69675 -6.78474 1.74039 -0.1 0.1 0.0
C 3.88120 -5.57567 1.35080 0.0 0.0 0.0
C 4.22736 -4.30274 1.78037 -0.1 0.0 0.0
C 3.54792 -3.16796 1.33431 0.1 0.1 0.0
C 4.00157 -1.81636 1.82240 0.0 -0.2 0.0
C 2.49030 -3.29245 0.42370 0.1 -0.1 -0.1
Te 1.76555 -1.64116 -0.74759 0.5 -0.4 -0.3
C 2.06968 -4.58562 0.05692 -0.1 0.0 0.0
C 0.87244 -4.81653 -0.83586 0.2 0.0 0.0
C 2.77512 -5.69717 0.51612 0.0 0.1 0.1
H 5.33921 -6.56152 2.59433 0.0 -0.1 0.0
H 5.33558 -7.09662 0.91047 0.0 0.0 0.0
H 4.05409 -7.63019 1.99626 0.0 0.0 0.0
H 5.06874 -4.17658 2.45961 -0.1 0.0 0.0
H 4.49054 -1.89399 2.79775 0.0 0.0 0.0
H 3.15498 -1.13459 1.89944 0.0 0.0 0.0
H 4.71722 -1.37686 1.12200 -0.1 0.0 0.0
H 0.04680 -4.16125 -0.56208 0.1 0.0 0.0
H 0.53895 -5.85539 -0.76778 0.0 0.0 0.0
H 1.11470 -4.60018 -1.88051 0.0 0.0 0.1
H 2.46070 -6.68669 0.19227 0.0 0.0 0.0